(1)
This record from the OMol25 dataset describes a 2-piece molecular cluster, C2H2N2OS overall in a non-equilibrium geometry. The level of theory is ωB97M-V with the def2-TZVPD basis set.

```
! RIJCOSX wB97M-V def2-TZVPD def2/J DEFGRID3
* xyz 0 1
C -1.2646 -0.2068 -0.0180
C 1.9905 0.4677 -0.0366
N -1.5056 0.9352 0.2757
N -1.2924 -1.3169 -0.4866
O 1.5410 1.5159 -0.2222
S 2.5712 -0.9304 0.2259
H -0.8897 1.7209 0.2768
H -1.1504 -2.1854 -0.0151
*
```

The calculation puts the relative energy (zero: lowest compared OMol25 entry of this formula, charge and spin) at 0.0 kJ/mol. As for the SMILES: N=C=N.O=C=S. The value obtained for the molecular weight is 102.1 g mol⁻¹. The value obtained for the LUMO energy is 0.54 eV. The value obtained for the HOMO-LUMO gap is 0.3951 Eh.

---

(2)
This record from the OMol25 dataset describes a 2-piece molecular cluster, C2H2N2P2 overall in a non-equilibrium geometry. The level of theory is ωB97M-V with the def2-TZVPD basis set.

```
! RIJCOSX wB97M-V def2-TZVPD def2/J DEFGRID3
* xyz 0 1
C -0.5992 -1.5995 -0.0132
C -1.6736 1.3992 0.1736
N -1.3593 -2.0903 -0.7057
N -2.0551 2.2369 -0.5090
P 1.3517 0.2096 -0.3562
P 0.3456 -0.8411 1.1459
H 1.6013 1.3347 0.5035
H 2.3885 -0.6495 -0.2388
*
```

The calculation puts the relative energy (zero: lowest compared OMol25 entry of this formula, charge and spin) at 445.9 kJ/mol. The value obtained for the molecular weight is 116.0 g mol⁻¹. The value obtained for the LUMO energy (alpha / beta) is -4.24 / -4.25 eV. The value obtained for the HOMO-LUMO gap (alpha / beta) is 0.2148 / 0.2136 Eh.

---

(3)
This record from the OMol25 dataset describes C2H2N3O as an isolated structure in a non-equilibrium geometry. The level of theory is ωB97M-V with the def2-TZVPD basis set.

```
! RIJCOSX wB97M-V def2-TZVPD def2/J DEFGRID3
* xyz 1 1
C 0.3378 -0.7294 -0.9947
C 0.3774 0.8672 -0.2815
N 0.5574 0.3747 -1.5967
N -0.5918 0.1071 1.1506
N 0.5314 -0.3243 0.4407
O -0.6511 1.2821 0.4249
H 0.0297 -1.7131 -1.3182
H -0.5909 0.1357 2.1749
*
```

The calculation puts the relative energy (zero: lowest compared OMol25 entry of this formula, charge and spin) at 565.2 kJ/mol. The value obtained for the molecular weight is 84.1 g mol⁻¹. The value obtained for the LUMO energy is -6.90 eV. The value obtained for the HOMO-LUMO gap is 0.3722 Eh.

---

(4)
This record from the OMol25 dataset describes an isolated ion of composition C2H2N3O and charge +1 in a non-equilibrium geometry. The level of theory is ωB97M-V with the def2-TZVPD basis set.

```
! RIJCOSX wB97M-V def2-TZVPD def2/J DEFGRID3
* xyz 1 1
C -0.9397 0.6397 0.0736
C 0.9566 -0.5088 0.1296
N 1.2369 0.8783 0.0286
N 0.1369 1.5233 -0.0211
N -0.4175 -0.5819 -0.0187
O 1.8008 -1.3362 -0.0195
H -2.0422 0.9192 -0.0553
H -0.7318 -1.5336 -0.1171
*
```

The calculation puts the relative energy (zero: lowest compared OMol25 entry of this formula, charge and spin) at 193.9 kJ/mol. As for the SMILES: O=C1N=NC=[NH+]1. The value obtained for the molecular weight is 84.1 g mol⁻¹. The value obtained for the LUMO energy (alpha / beta) is -9.27 / -9.27 eV. The value obtained for the HOMO-LUMO gap (alpha / beta) is 0.2811 / 0.2811 Eh.

---

(5)
This record from the OMol25 dataset describes a 2-piece molecular cluster, C2H2N3O overall in a non-equilibrium geometry. The level of theory is ωB97M-V with the def2-TZVPD basis set.

```
! RIJCOSX wB97M-V def2-TZVPD def2/J DEFGRID3
* xyz 1 1
C -0.8423 0.6539 -0.3788
C 1.0896 0.3056 1.6999
N -1.5725 1.6910 -0.4871
N -2.3770 2.4528 -0.9591
N -2.8837 3.4189 -1.1523
O 1.0689 1.3800 2.0894
H -1.0329 -0.2994 -0.9043
H 1.7370 -0.6303 1.4133
*
```

The calculation puts the relative energy (zero: lowest compared OMol25 entry of this formula, charge and spin) at 579.5 kJ/mol. The value obtained for the molecular weight is 84.1 g mol⁻¹. The value obtained for the LUMO energy (alpha / beta) is -6.57 / -6.62 eV. The value obtained for the HOMO-LUMO gap (alpha / beta) is 0.2368 / 0.2337 Eh.

---

(6)
This record from the OMol25 dataset describes a 2-piece molecular cluster, C2H2N3O overall in a non-equilibrium geometry. The level of theory is ωB97M-V with the def2-TZVPD basis set.

```
! RIJCOSX wB97M-V def2-TZVPD def2/J DEFGRID3
* xyz 1 3
C 2.1600 0.2374 -0.4408
C -1.5211 0.2977 -0.0940
N -0.7709 -0.7558 0.6164
N -0.6230 -1.5382 1.3761
N 1.0817 0.0058 -0.1645
O -2.0581 0.0975 -1.1034
H 3.1676 0.4457 -0.7053
H -1.4362 1.2099 0.5155
*
```

The calculation puts the relative energy (zero: lowest compared OMol25 entry of this formula, charge and spin) at 359.0 kJ/mol. The expectation value of S² is 2.010. The value obtained for the molecular weight is 84.1 g mol⁻¹. The value obtained for the LUMO energy (alpha / beta) is -5.28 / -10.49 eV. The value obtained for the HOMO-LUMO gap (alpha / beta) is 0.3134 / 0.2647 Eh.